i | Computed, not measured: a cluster of 2 separate species, CH3NO2S2 in total, with ωB97M-V with the def2-TZVPD basis set.

Calculated values
Kohn-Sham gap (spin up / spin down) = 7.5 / 7.3 eV
Molar mass = 125.174 g/mol
E_LUMO (spin up / spin down) = -2.255 / -2.361 eV

Structure (ORCA input):
```
! wB97M-V def2-TZVPD RIJCOSX def2/J DEFGRID3
* xyz 0 1
C -0.504 0.850 0.376
H -1.622 0.298 -1.241
S 2.236 -1.233 -0.844
H -0.317 1.449 -1.489
S 1.569 -1.667 1.122
N -0.859 0.856 -0.894
O 0.406 -2.493 0.957
H -1.302 0.456 1.050
O 0.393 1.484 0.962
*
```

Löwdin atomic charge list, values in e, 8 entries: number 1, C, carries -0.49; number 2, H, carries 0.11; number 3, S, carries 0.12; number 4, H, carries 0.11; number 5, S, carries 0.53; number 6, N, carries 0.14; number 7, O, carries -0.61; number 8, H, carries 0.14

=====

ii | Computed, not measured: a structure of composition CH3NO2S2, with ωB97M-V with the def2-TZVPD basis set.

Calculated values
Kohn-Sham gap (spin up / spin down) = 7.2 / 7.1 eV
Molar mass = 125.174 g/mol
E_LUMO (spin up / spin down) = -1.904 / -1.988 eV

Structure (ORCA input):
```
! wB97M-V def2-TZVPD RIJCOSX def2/J DEFGRID3
* xyz 0 1
C 0.122 0.355 0.147
H 0.482 0.271 1.247
H -1.160 -0.855 -1.105
O -1.713 -0.995 0.657
H 0.869 0.557 -0.601
N -0.634 -0.835 -0.128
S -1.059 1.823 0.135
S -3.090 -0.062 0.370
O -3.508 -0.323 -0.982
*
```

Löwdin atomic charge list, values in e, 8 entries: number 1, C, carries -0.56; number 2, H, carries 0.10; number 3, H, carries 0.15; number 4, O, carries -0.49; number 5, H, carries 0.06; number 6, N, carries -0.21; number 7, S, carries 0.48; number 8, S, carries 0.94

=====

Relative energy of each structure, in hartree: i 0.0000; ii 0.0902.

=====

i | Computed, not measured: a cluster of 2 separate species, CH3NO2S2 in total, with ωB97M-V with the def2-TZVPD basis set.

Calculated values
Kohn-Sham gap = 7.3 eV
Molar mass = 125.174 g/mol
E_LUMO = -1.268 eV

Structure (ORCA input):
```
! wB97M-V def2-TZVPD RIJCOSX def2/J DEFGRID3
* xyz 0 1
O -0.662 1.413 -0.031
H 0.239 2.411 1.744
O 1.048 2.128 1.307
C 1.306 0.420 -0.146
H -2.342 -2.585 -0.184
H -1.114 -2.449 -1.764
S -1.290 -1.887 -0.657
N 0.570 1.285 0.330
S 2.245 -0.736 -0.599
*
```

Löwdin atomic charge list, values in e, 8 entries: number 1, O, carries -0.08; number 2, H, carries 0.12; number 3, O, carries 0.09; number 4, C, carries -0.61; number 5, H, carries -0.20; number 6, H, carries -0.28; number 7, S, carries 0.54; number 8, N, carries -0.39

=====

ii | Computed, not measured: an isolated molecule of CH3NO2S2, with ωB97M-V with the def2-TZVPD basis set.

Calculated values
Kohn-Sham gap = 8.2 eV
Molar mass = 125.174 g/mol
Structure (SMILES) = NS(=O)(=O)C=S
E_LUMO = -1.837 eV

Structure (ORCA input):
```
! wB97M-V def2-TZVPD RIJCOSX def2/J DEFGRID3
* xyz 0 1
C 0.223 -0.089 1.377
H 0.924 1.074 -1.045
S 0.240 1.478 1.604
S -0.177 -0.701 -0.294
O -1.595 -0.929 -0.448
H -0.754 1.243 -1.295
H 0.416 -0.876 2.193
O 0.664 -1.797 -0.726
N 0.059 0.597 -1.367
*
```

Löwdin atomic charge list, values in e, 8 entries: number 1, C, carries -0.73; number 2, H, carries 0.05; number 3, S, carries 0.77; number 4, S, carries 0.50; number 5, O, carries -0.32; number 6, H, carries 0.08; number 7, H, carries 0.08; number 8, O, carries -0.31

=====

Relative energy of each structure, in hartree: i 0.1334; ii 0.0000.

=====

i | Computed, not measured: an isolated molecule of CHFN2O, with ωB97M-V with the def2-TZVPD basis set.

Calculated values
Kohn-Sham gap = 10.9 eV
Molar mass = 76.030 g/mol
Structure (SMILES) = O=C1NN1F
E_LUMO = 0.638 eV

Structure (ORCA input):
```
! wB97M-V def2-TZVPD RIJCOSX def2/J DEFGRID3
* xyz 0 1
N -0.442 -0.084 -0.205
C -1.576 -0.779 -0.106
F -1.818 1.647 0.337
N -1.527 0.737 -0.689
O -2.239 -1.725 0.139
H 0.543 0.281 -0.109
*
```

Taken from the Löwdin analysis, the atomic charges in e are: number 1, N, carries 0.11; number 2, C, carries -0.37; number 3, F, carries -0.10; number 4, N, carries 0.03; number 5, O, carries 0.16; number 6, H, carries 0.18

=====

ii | Computed, not measured: a cluster of 2 separate species, CHFN2O in total, with ωB97M-V with the def2-TZVPD basis set.

Calculated values
Kohn-Sham gap (spin up / spin down) = 9.4 / 8.9 eV
Molar mass = 76.030 g/mol
E_LUMO (spin up / spin down) = -1.989 / -2.129 eV

Structure (ORCA input):
```
! wB97M-V def2-TZVPD RIJCOSX def2/J DEFGRID3
* xyz 0 1
N -0.803 -0.293 0.227
H -1.512 0.102 -0.311
O 1.145 -1.492 -0.459
N 0.136 0.452 0.818
C 0.450 -0.685 0.075
F 0.585 1.917 -0.350
*
```

Taken from the Löwdin analysis, the atomic charges in e are: number 1, N, carries 0.19; number 2, H, carries 0.15; number 3, O, carries 0.17; number 4, N, carries 0.23; number 5, C, carries -0.46; number 6, F, carries -0.28

=====

Relative energy of each structure, in hartree: i 0.0000; ii 0.0373.